## one
C2H5B | wB97M-V/def2-TZVPD

Values from the calculation:
- charge = 0
- lowest unoccupied orbital energy (spin up / spin down) (eV) = -0.94 / -0.92
- frontier orbital gap (spin up / spin down) (eV) = 8.46 / 8.35

Last columns: bonded neighbours and bond lengths (Å).
Element x y z (Å)
1 B 0.30 -0.15 -0.26  C2 1.507, C3 1.433, H4 1.133
2 C 0.94 0.92 0.59  B1 1.507, H6 1.029, H7 1.114
3 C -0.97 -0.81 -0.18  B1 1.433, H5 1.044, H8 1.158
4 H 0.62 -0.30 -1.33  B1 1.133
5 H -1.54 -1.04 -1.03  C3 1.044
6 H 1.87 1.25 0.33  C2 1.029
7 H 0.25 1.54 1.21  C2 1.114
8 H -1.47 -1.41 0.68  C3 1.158



## two
C2H5B | wB97M-V/def2-TZVPD

Values from the calculation:
- charge = 0
- lowest unoccupied orbital energy (eV) = -0.17
- frontier orbital gap (eV) = 10.44
- SMILES = BC=C

Last columns: bonded neighbours and bond lengths (Å).
Element x y z (Å)
1 B -0.04 0.86 0.99  C2 1.517, H4 1.107, H5 1.202
2 C -0.38 -0.30 0.08  B1 1.517, C3 1.342, H6 1.047
3 C 0.25 -0.73 -1.02  C2 1.342, H7 1.111, H8 1.098
4 H 1.03 1.11 1.05  B1 1.107
5 H -0.96 1.52 1.40  B1 1.202
6 H -1.42 -0.44 0.02  C2 1.047
7 H -0.07 -1.44 -1.81  C3 1.111
8 H 1.27 -0.57 -1.42  C3 1.098



The winner here is two, beating the second structure by 1.596 eV.